Density functional theory data (the ωB97M-V functional and the def2-TZVPD basis) for a molecular structure, C21H30Cl2IrN2OS5 in a non-equilibrium geometry.

```
62
Properties=species:S:1:pos:R:3:nbo_charge:R:1
Ir 0.496 -0.506 0.065 0.365
C 1.257 -3.154 1.865 -0.553
C 1.457 -2.168 3.021 -0.561
S 1.409 -0.383 2.632 0.385
C 3.104 0.233 2.441 -0.550
C 3.992 -0.344 1.333 -0.551
S 3.048 -1.173 0.035 0.299
C 3.513 -0.433 -1.542 -0.545
C 2.750 -1.207 -2.616 -0.531
S 1.014 -1.580 -2.171 0.346
C 1.161 -3.314 -1.602 -0.538
C 0.034 -3.691 -0.654 -0.548
S -0.140 -2.638 0.818 0.423
H 1.007 -4.130 2.281 0.257
H 2.150 -3.256 1.255 0.234
H 2.388 -2.389 3.544 0.261
H 0.652 -2.287 3.746 0.257
H 3.607 0.160 3.405 0.258
H 2.912 1.291 2.256 0.259
H 4.670 -1.095 1.733 0.249
H 4.594 0.445 0.886 0.262
H 4.586 -0.534 -1.697 0.256
H 3.230 0.618 -1.537 0.256
H 3.226 -2.160 -2.845 0.249
H 2.711 -0.625 -3.535 0.267
H 2.137 -3.445 -1.137 0.235
H 1.110 -3.952 -2.485 0.262
H 0.153 -4.722 -0.319 0.262
H -0.936 -3.612 -1.145 0.263
Cl -5.223 -0.987 -2.889 0.121
C -4.631 -1.080 -1.286 -0.150
C -5.492 -1.255 -0.210 -0.193
C -5.240 -1.337 1.186 -0.145
C -4.235 -0.758 2.014 -0.376
C -3.458 0.296 1.807 -0.016
Cl -3.367 1.161 0.334 0.658
C -3.204 -1.067 -1.190 0.337
N -2.046 -1.058 -1.107 -0.419
H -6.522 -1.439 -0.500 0.256
H -5.985 -1.898 1.737 0.238
H -4.174 -1.155 3.026 0.260
C -3.904 3.101 2.317 -0.716
C -3.810 2.772 0.889 -0.102
O -3.199 1.894 -1.632 -1.144
H -2.920 3.235 2.780 0.246
H -4.428 2.332 2.888 0.251
H -4.454 4.037 2.412 0.266
H -0.582 0.135 1.039 -0.004
H -3.988 3.365 0.010 0.247
H -3.855 2.376 -2.156 0.452
S 1.069 1.762 -0.423 -0.207
C 0.070 2.510 -1.636 0.081
N 0.232 3.855 -1.745 -0.466
C -0.431 4.627 -2.634 0.084
C -1.353 4.072 -3.464 -0.284
C -1.588 2.698 -3.366 -0.010
C -0.849 1.915 -2.485 -0.219
H 0.898 4.294 -1.122 0.436
H -0.185 5.679 -2.621 0.240
H -1.899 4.691 -4.159 0.255
H -2.326 2.230 -4.008 0.246
H -1.030 0.854 -2.410 0.249
```

The electronic energy comes out at -109327.481 eV. As for the spin multiplicity: 6. The net charge is +2. As for the gap between HOMO and LUMO (spin up / spin down): 7.8 / 6.3 eV. Its relative energy (zero: lowest compared OMol25 entry of this formula, charge and spin) is 797.4 kJ/mol. Its maximum force is 1.08 eV/A.

---

Density functional theory data (the ωB97M-V functional and the def2-TZVPD basis) for a single C21H30FN3O2 molecule.

```
57
Properties=species:S:1:pos:R:3:nbo_charge:R:1
C -4.799 -0.002 2.243 -0.600
H -4.213 0.911 2.322 0.211
H -4.352 -0.759 2.885 0.195
H -5.803 0.205 2.606 0.211
C -4.851 -0.485 0.796 -0.239
C -5.710 -1.744 0.677 -0.391
C -5.771 -2.241 -0.763 -0.395
C -4.367 -2.536 -1.278 -0.394
C -3.501 -1.286 -1.179 -0.412
H -2.488 -1.497 -1.532 0.200
C -3.439 -0.777 0.265 -0.034
N -2.589 0.400 0.352 -0.633
C -2.808 1.565 -0.284 0.677
O -3.785 1.833 -0.950 -0.634
C -1.681 2.573 -0.039 -0.310
N -0.400 1.901 0.079 -0.460
C 0.054 1.405 -1.212 -0.229
C 1.272 0.507 -1.025 -0.397
H 1.605 0.129 -1.992 0.220
C 2.396 1.296 -0.353 -0.068
N 3.551 0.457 -0.125 -0.604
C 4.786 0.761 -0.588 0.662
O 5.026 1.764 -1.230 -0.616
C 5.846 -0.237 -0.240 -0.116
C 7.135 0.238 -0.027 -0.246
C 8.137 -0.659 0.283 0.405
C 7.901 -2.020 0.370 -0.273
C 6.620 -2.486 0.132 -0.191
C 5.595 -1.604 -0.167 -0.213
H 4.608 -1.990 -0.376 0.212
H 6.421 -3.546 0.178 0.219
H 8.711 -2.691 0.609 0.232
F 9.383 -0.200 0.507 -0.320
H 7.340 1.294 -0.107 0.251
H 3.426 -0.347 0.470 0.395
C 1.873 1.892 0.956 -0.397
C 0.626 2.730 0.688 -0.216
H 0.238 3.120 1.632 0.205
H 0.892 3.586 0.045 0.169
H 2.642 2.511 1.418 0.221
H 1.618 1.082 1.644 0.196
H 2.736 2.100 -1.015 0.236
H 0.999 -0.342 -0.394 0.194
H -0.761 0.839 -1.669 0.214
H 0.312 2.237 -1.889 0.173
H -1.704 3.325 -0.843 0.198
H -1.901 3.084 0.904 0.219
H -1.690 0.323 0.805 0.420
H -2.978 -1.544 0.899 0.193
H -3.922 -0.495 -1.802 0.226
H -3.921 -3.338 -0.684 0.188
H -4.410 -2.872 -2.316 0.210
H -6.387 -3.141 -0.820 0.206
H -6.231 -1.476 -1.390 0.199
H -6.717 -1.528 1.037 0.209
H -5.290 -2.528 1.315 0.188
H -5.282 0.304 0.174 0.230
```

The electronic energy comes out at -33548.780 eV. The SMILES is C[C@@H]1CCCC[C@H]1NC(=O)CN1CCC(NC(=O)c2cccc(F)c2)CC1. As for the gap between HOMO and LUMO: 9.6 eV. Its relative energy (zero: lowest compared OMol25 entry of this formula, charge and spin) is 0.0 kJ/mol. Its maximum force is 0.65 eV/A.

---

Density functional theory data (the ωB97M-V functional and the def2-TZVPD basis) for a molecular structure, C21H30MnN3O5 in a non-equilibrium geometry.

```
60
Properties=species:S:1:pos:R:3:nbo_charge:R:1
Mn -17.577 -17.950 -9.275 1.564
C -18.928 -16.353 -5.931 -0.635
C -17.601 -16.381 -6.652 0.092
C -16.598 -17.345 -6.026 -0.627
O -17.593 -16.430 -8.026 -0.934
H -19.479 -17.295 -6.080 0.172
H -19.564 -15.533 -6.269 0.228
H -18.787 -16.152 -4.864 0.205
H -17.155 -15.402 -6.365 0.149
H -15.626 -17.145 -6.486 0.215
H -16.741 -18.417 -6.246 0.167
H -16.542 -17.183 -4.945 0.196
C -16.466 -15.527 -13.558 -0.523
C -16.281 -16.594 -14.438 0.360
C -16.933 -17.906 -14.074 0.465
O -16.760 -18.864 -14.752 -0.551
C -17.724 -18.016 -12.855 -0.455
C -17.941 -16.975 -12.030 0.340
C -17.226 -15.630 -12.345 0.406
O -17.293 -14.727 -11.466 -0.647
O -18.425 -17.106 -10.816 -0.910
O -15.489 -16.511 -15.403 -0.663
H -15.913 -14.602 -13.625 0.211
H -18.030 -19.000 -12.505 0.179
C -21.936 -15.473 -11.065 -0.621
C -22.410 -15.576 -9.631 -0.378
C -21.309 -15.190 -8.649 -0.520
C -20.517 -14.018 -9.005 0.286
N -19.916 -13.102 -9.286 -0.309
H -21.620 -14.446 -11.283 0.221
H -22.774 -15.661 -11.740 0.200
H -21.062 -16.074 -11.309 0.235
H -22.610 -16.639 -9.463 0.193
H -23.325 -15.004 -9.500 0.199
H -20.540 -15.976 -8.601 0.249
H -21.700 -15.162 -7.635 0.239
C -18.863 -17.544 -1.386 -0.625
C -17.608 -17.263 -0.540 -0.376
C -16.456 -16.590 -1.305 -0.508
C -16.823 -15.221 -1.711 0.273
N -17.104 -14.160 -2.096 -0.316
H -18.444 -17.820 -2.370 0.202
H -19.324 -16.588 -1.639 0.221
H -19.466 -18.367 -1.035 0.222
H -17.238 -18.174 -0.068 0.206
H -17.898 -16.576 0.261 0.205
H -16.091 -17.164 -2.153 0.247
H -15.656 -16.459 -0.569 0.248
C -23.868 -17.710 -3.373 -0.602
C -23.633 -16.508 -4.331 -0.381
C -22.188 -16.096 -4.420 -0.521
C -22.002 -14.763 -4.979 0.287
N -21.890 -13.750 -5.490 -0.310
H -23.459 -17.565 -2.373 0.202
H -23.350 -18.588 -3.780 0.200
H -24.937 -17.897 -3.325 0.215
H -24.217 -15.692 -3.890 0.207
H -24.101 -16.728 -5.290 0.213
H -21.572 -16.816 -4.965 0.252
H -21.786 -16.128 -3.401 0.241
```

The electronic energy comes out at -68289.643 eV. As for the spin multiplicity: 6. The net charge is -1. As for the gap between HOMO and LUMO (spin up / spin down): 4.0 / 3.7 eV. Its relative energy (zero: lowest compared OMol25 entry of this formula, charge and spin) is 434.4 kJ/mol. Its maximum force is 3.08 eV/A.

---

Density functional theory data (the ωB97M-V functional and the def2-TZVPD basis) for a single C21H30N2O3 molecule.

```
56
Properties=species:S:1:pos:R:3:nbo_charge:R:1
C -0.647 0.931 4.342 -0.251
H -0.586 0.863 5.433 0.178
O 0.190 -0.009 3.716 -0.526
C -0.037 -1.341 3.942 0.375
C -1.045 -1.832 4.763 -0.325
C -1.207 -3.198 4.926 -0.187
C -0.372 -4.087 4.278 -0.238
C 0.636 -3.600 3.463 -0.174
C 0.820 -2.239 3.290 -0.111
C 1.901 -1.744 2.364 -0.247
N 1.467 -1.787 0.976 -0.435
C 1.896 -2.800 0.189 0.688
O 2.706 -3.622 0.581 -0.644
C 1.405 -2.831 -1.248 -0.497
C 0.153 -2.015 -1.527 -0.380
C 0.305 -0.644 -0.875 -0.318
C -0.931 0.216 -1.125 0.704
O -2.036 -0.298 -1.139 -0.641
N -0.761 1.553 -1.271 -0.452
C 0.521 2.221 -1.277 -0.214
H 0.342 3.273 -1.044 0.207
C 1.295 2.122 -2.606 -0.421
H 1.141 1.139 -3.052 0.204
C 0.946 3.200 -3.636 -0.400
C -0.205 2.854 -4.586 -0.388
H -0.441 3.755 -5.160 0.202
H 0.142 2.100 -5.297 0.202
C -1.486 2.330 -3.933 -0.411
C -1.965 3.172 -2.744 -0.421
H -1.347 4.064 -2.648 0.192
C -1.946 2.376 -1.435 -0.220
H -2.793 1.686 -1.412 0.249
H -2.029 3.059 -0.581 0.188
H -2.989 3.513 -2.903 0.220
H -1.330 1.303 -3.601 0.205
H -2.260 2.295 -4.702 0.215
H 0.738 4.137 -3.115 0.191
H 1.826 3.382 -4.258 0.213
H 2.357 2.214 -2.366 0.214
H 1.139 1.818 -0.470 0.205
C 0.403 -0.870 0.634 -0.199
H 0.596 0.072 1.157 0.208
H -0.561 -1.258 0.994 0.207
H 1.221 -0.178 -1.239 0.211
H -0.732 -2.505 -1.118 0.225
H 0.004 -1.913 -2.604 0.213
H 1.258 -3.879 -1.515 0.241
H 2.237 -2.463 -1.858 0.224
H 2.778 -2.391 2.436 0.254
H 2.172 -0.716 2.615 0.212
H 1.298 -4.279 2.945 0.230
H -0.502 -5.150 4.405 0.215
H -1.998 -3.561 5.567 0.213
H -1.714 -1.160 5.277 0.217
H -0.284 1.907 4.024 0.198
H -1.689 0.814 4.027 0.179
```

The electronic energy comes out at -31387.597 eV. The SMILES is COc1ccccc1CN1C[C@H](C(=O)N2CCCCCCC2)CCC1=O. As for the gap between HOMO and LUMO: 9.1 eV. Its relative energy (zero: lowest compared OMol25 entry of this formula, charge and spin) is 127.0 kJ/mol. Its maximum force is 0.51 eV/A.